*P*
{
  "formula": "C4H7N3",
  "method": "ωB97M-V with the def2-TZVPD basis set",
  "elements": ["N", "N", "C", "H", "N", "H", "H", "H", "H", "C", "C", "C", "H", "H"],
  "coordinates": [[-0.08, 0.40, 0.40], [-3.33, 1.73, 0.90], [-2.34, 1.30, 0.45], [1.72, -1.18, 1.55], [-1.20, 0.70, -1.57], [0.61, -2.00, 0.42], [2.35, -2.00, 0.09], [1.91, 0.66, -0.31], [1.02, -0.45, -1.31], [1.52, -1.40, 0.50], [-1.17, 0.79, -0.30], [1.16, -0.14, -0.26], [-0.08, 0.63, 1.39], [-2.10, 0.97, -1.94]],
  "mulliken_charge": [-0.271, -0.362, -0.008, 0.287, -0.672, 0.301, 0.341, 0.301, 0.275, -1.030, 0.741, -0.357, 0.211, 0.243],
  "e_lumo_ev": 0.78
}

---

*Q*
{
  "formula": "C4H7N3",
  "method": "ωB97M-V with the def2-TZVPD basis set",
  "elements": ["H", "N", "C", "H", "H", "C", "C", "C", "H", "H", "H", "N", "H", "N"],
  "coordinates": [[-0.83, 2.97, -0.96], [0.41, -2.82, 0.38], [0.61, -0.46, 0.39], [2.25, -1.82, 0.19], [0.60, 1.95, -0.80], [1.16, -1.77, 0.32], [-0.37, 2.18, -0.36], [-0.75, -0.24, -0.04], [-2.21, 1.13, -0.33], [0.91, -3.65, 0.03], [-0.22, 2.57, 0.66], [-1.21, 1.01, -0.42], [1.10, 0.32, 0.98], [-1.43, -1.29, 0.11]],
  "mulliken_charge": [0.298, -0.508, -0.513, 0.355, 0.331, -0.119, -0.866, 0.676, 0.258, 0.240, 0.290, -0.244, 0.394, -0.591],
  "e_lumo_ev": [-1.05, 0.15]
}

---

*R*
{
  "formula": "C4H7N3",
  "method": "ωB97M-V with the def2-TZVPD basis set",
  "elements": ["H", "C", "N", "H", "N", "C", "H", "H", "H", "H", "C", "H", "C", "N"],
  "coordinates": [[2.71, 0.84, -0.46], [-1.08, -0.32, 1.08], [-2.47, -2.50, 1.41], [1.79, 1.51, -1.80], [0.00, -0.40, 0.21], [0.64, 0.67, -0.24], [-2.30, 0.66, 2.14], [-0.04, -1.07, -0.63], [1.93, -0.25, -1.69], [-0.19, -0.60, -2.07], [1.84, 0.66, -1.11], [0.42, 1.59, 0.30], [-1.80, -1.57, 1.24], [-1.45, 0.78, 1.61]],
  "mulliken_charge": [0.305, 0.596, -0.362, 0.305, -0.256, -0.179, 0.246, 0.166, 0.377, 0.004, -1.014, 0.366, 0.095, -0.649],
  "e_lumo_ev": [-0.57, -1.67]
}

---

Preferred: *P*; penalty for the next structure: 0.1248 hartree.

---

*P*
{
  "formula": "C4H7N3",
  "method": "ωB97M-V with the def2-TZVPD basis set",
  "elements": ["H", "H", "N", "N", "C", "C", "H", "H", "C", "H", "C", "H", "H", "N"],
  "coordinates": [[3.14, -0.99, 0.21], [-2.06, 0.54, -0.97], [1.14, -1.64, -0.02], [-1.25, -1.18, -0.08], [0.34, 0.64, 0.11], [2.08, -0.79, -0.13], [-3.21, -0.48, -0.09], [2.31, 1.28, 0.17], [-2.23, -0.12, -0.10], [0.13, 0.94, 1.12], [-0.01, -0.82, 0.04], [-0.18, 1.32, -0.62], [-1.99, 0.74, 0.63], [1.78, 0.56, -0.27]],
  "mulliken_charge": [0.300, 0.334, -0.520, -0.598, -0.422, -0.098, 0.311, 0.284, -0.835, 0.321, 0.781, 0.210, 0.237, -0.305],
  "e_lumo_ev": 0.65
}

---

*Q*
{
  "formula": "C4H7N3",
  "method": "ωB97M-V with the def2-TZVPD basis set",
  "elements": ["C", "N", "H", "N", "C", "H", "H", "H", "H", "N", "C", "C", "H", "H"],
  "coordinates": [[-0.26, -0.10, 0.38], [0.48, -0.82, 1.43], [-0.93, -0.88, -1.74], [-2.74, 0.00, 1.01], [-1.60, 0.06, 0.79], [1.18, 0.98, -1.75], [-0.26, 2.08, 0.43], [1.33, 1.47, 0.58], [0.70, -1.36, -1.28], [0.28, 0.84, -1.43], [0.33, 1.21, 0.01], [-0.06, -0.54, -1.10], [0.08, -1.80, 1.51], [1.45, -1.15, 1.16]],
  "mulliken_charge": [1.686, -0.772, 0.246, -0.468, -0.323, 0.249, 0.307, 0.271, 0.247, -0.440, -0.914, -0.679, 0.299, 0.291],
  "e_lumo_ev": 0.74
}

---

*R*
{
  "formula": "C4H7N3",
  "method": "ωB97M-V with the def2-TZVPD basis set",
  "elements": ["N", "C", "N", "C", "H", "H", "H", "C", "C", "H", "N", "H", "H", "H"],
  "coordinates": [[-1.47, 0.80, -0.47], [-0.72, -1.12, 0.22], [1.76, -0.17, -0.97], [-0.57, 1.09, 0.41], [1.06, 0.52, -1.52], [-0.48, 2.10, 0.65], [1.89, 1.09, 0.85], [1.60, 0.00, 0.41], [0.17, -0.15, 0.90], [0.25, -0.37, 1.96], [-1.71, -0.59, -0.49], [2.72, 0.38, -1.28], [2.32, -0.73, 0.98], [-0.67, -2.18, 0.24]],
  "mulliken_charge": [-0.367, -0.471, -0.664, -0.608, 0.303, 0.494, 0.247, -0.496, 0.413, 0.408, -0.361, 0.296, 0.344, 0.463],
  "e_lumo_ev": 0.26
}

---

*S*
{
  "formula": "C4H7N3",
  "method": "ωB97M-V with the def2-TZVPD basis set",
  "elements": ["N", "H", "N", "C", "C", "H", "H", "C", "H", "H", "H", "N", "C", "H"],
  "coordinates": [[1.64, 0.49, -1.77], [1.28, -1.88, -0.65], [0.61, -1.16, -0.43], [0.54, 0.04, -1.03], [-0.14, -1.12, 0.77], [0.54, -1.28, 1.60], [-1.00, 1.62, -0.96], [-0.90, 0.04, 0.68], [-2.50, 1.08, 1.42], [2.43, -0.12, -1.61], [-2.10, -0.32, 2.22], [-1.75, 0.46, 1.69], [-0.54, 0.75, -0.51], [1.88, 1.40, -1.41]],
  "mulliken_charge": [-0.590, 0.222, -0.118, 0.165, -0.750, 0.153, 0.376, 0.772, 0.251, 0.262, 0.253, -0.550, -0.715, 0.268],
  "e_lumo_ev": 0.93
}

---

Preferred: *S*; penalty for the next structure: 0.0020 hartree.

---

*P*
{
  "formula": "C4H7N3",
  "method": "ωB97M-V with the def2-TZVPD basis set",
  "elements": ["H", "C", "H", "H", "H", "C", "C", "N", "N", "N", "H", "H", "C", "H"],
  "coordinates": [[1.16, -2.74, -0.93], [0.59, -0.83, -0.44], [1.24, -1.65, -2.10], [-0.91, 0.05, 2.34], [0.44, 0.94, -1.70], [-0.50, 0.01, 1.34], [-0.53, 0.95, 0.35], [-1.12, 2.22, 0.38], [0.20, -1.14, 0.85], [1.40, -1.77, -1.12], [-1.43, 2.55, -0.52], [-1.87, 2.28, 1.05], [0.23, 0.43, -0.77], [1.11, -1.31, 1.27]],
  "mulliken_charge": [0.264, 0.148, 0.287, 0.397, 0.345, -0.880, 0.848, -0.554, -0.322, -0.565, 0.247, 0.240, -0.721, 0.267],
  "e_lumo_ev": 1.09
}

---

*Q*
{
  "formula": "C4H7N3",
  "method": "ωB97M-V with the def2-TZVPD basis set",
  "elements": ["C", "N", "C", "H", "H", "H", "H", "N", "H", "N", "C", "H", "C", "H"],
  "coordinates": [[-1.00, -0.54, 0.42], [1.41, -1.33, -0.82], [-1.84, 0.30, -0.56], [-1.18, 0.86, -1.23], [-2.48, -0.33, -1.18], [2.28, -1.40, -1.34], [0.28, 1.03, 1.01], [0.30, 0.07, 0.68], [-2.47, 1.03, -0.04], [3.17, 1.64, -0.30], [2.38, 0.79, -0.19], [-1.52, -0.67, 1.37], [1.35, -0.25, -0.15], [-0.79, -1.52, 0.01]],
  "mulliken_charge": [-0.507, -0.678, -0.957, 0.308, 0.286, 0.242, 0.253, -0.336, 0.309, -0.372, 0.067, 0.320, 0.696, 0.370],
  "e_lumo_ev": 0.73
}

---

Preferred: *P*; penalty for the next structure: 0.0028 hartree.

---

*P*
{
  "formula": "C4H7N3",
  "method": "ωB97M-V with the def2-TZVPD basis set",
  "elements": ["C", "H", "N", "H", "H", "N", "H", "C", "H", "N", "C", "C", "H", "H"],
  "coordinates": [[-0.99, 0.63, -0.53], [-1.85, -0.58, 1.05], [2.52, -0.59, 0.39], [-1.13, 1.54, 0.05], [3.10, -0.12, -0.31], [0.23, -0.73, 0.93], [0.41, -1.48, 1.59], [0.76, 0.52, -0.92], [-1.28, -1.50, -0.36], [1.17, 1.05, -1.99], [1.30, -0.31, 0.18], [-1.07, -0.63, 0.29], [-1.76, 0.63, -1.35], [-0.01, 1.03, -1.80]],
  "mulliken_charge": [-0.815, 0.315, -0.800, 0.334, 0.245, -0.236, 0.285, 0.331, 0.269, -0.744, 0.348, -0.509, 0.429, 0.546],
  "e_lumo_ev": 0.62
}

---

*Q*
{
  "formula": "C4H7N3",
  "method": "ωB97M-V with the def2-TZVPD basis set",
  "elements": ["H", "N", "C", "H", "H", "N", "H", "C", "H", "H", "C", "N", "H", "C"],
  "coordinates": [[-1.77, -2.59, 1.41], [0.51, -0.26, 0.40], [-0.67, 0.69, 0.27], [-1.64, 2.13, -0.92], [-0.70, 0.85, -1.86], [2.02, 0.84, -0.74], [2.57, 0.73, -1.58], [-0.51, -1.11, 0.66], [1.30, 1.57, -0.83], [0.02, -2.72, 1.89], [-0.76, -2.19, 1.36], [1.52, -0.38, -0.38], [-0.91, 1.15, 1.22], [-0.97, 1.29, -0.91]],
  "mulliken_charge": [0.245, 0.366, 0.083, 0.247, 0.354, -0.335, 0.261, 0.216, 0.325, 0.268, -0.792, -0.496, 0.315, -1.058],
  "e_lumo_ev": [0.06, 0.40]
}

---

Preferred: *P*; penalty for the next structure: 0.1069 hartree.

---

*P*
{
  "formula": "C3H10O2",
  "method": "ωB97M-V with the def2-TZVPD basis set",
  "elements": ["C", "H", "H", "C", "H", "H", "O", "H", "H", "C", "H", "H", "H", "H", "O"],
  "coordinates": [[-0.18, -0.82, 1.57], [0.88, 0.44, 0.21], [-1.14, -0.45, 1.19], [-0.26, -0.32, -2.45], [2.03, 1.40, 2.28], [0.01, -1.25, -1.96], [1.11, 1.12, 2.16], [-1.81, 0.77, -2.01], [0.26, 0.49, -1.95], [0.99, 0.08, 1.23], [-0.07, -0.32, -3.52], [-0.33, -0.89, 2.65], [0.01, -1.82, 1.21], [1.85, -0.55, 1.18], [-1.68, -0.14, -2.26]],
  "mulliken_charge": [-1.034, 0.009, 0.252, -0.458, 0.297, 0.197, -0.529, 0.303, 0.168, 0.044, 0.280, 0.369, 0.314, 0.288, -0.501],
  "e_lumo_ev": 0.81
}

---

*Q*
{
  "formula": "C3H10O2",
  "method": "ωB97M-V with the def2-TZVPD basis set",
  "elements": ["H", "H", "H", "H", "C", "H", "C", "O", "C", "H", "H", "H", "H", "O", "H"],
  "coordinates": [[-2.49, -1.63, 1.19], [2.46, 0.89, -1.17], [2.97, 1.71, 0.33], [0.03, -0.10, -0.10], [0.80, 1.74, -0.16], [-2.58, -0.81, -0.39], [2.18, 1.12, -0.14], [-0.91, -2.00, -0.08], [-2.29, -1.72, 0.13], [-0.46, -2.31, 0.70], [0.64, 2.52, -0.89], [0.55, 2.16, 0.80], [2.18, 0.22, 0.48], [-0.19, 0.76, -0.47], [-2.89, -2.56, -0.21]],
  "mulliken_charge": [0.268, 0.256, 0.342, 0.269, -0.150, 0.243, -1.035, -0.554, -0.545, 0.298, 0.246, 0.241, 0.317, -0.445, 0.250],
  "e_lumo_ev": 0.80
}

---

*R*
{
  "formula": "C3H10O2",
  "method": "ωB97M-V with the def2-TZVPD basis set",
  "elements": ["H", "C", "H", "H", "H", "H", "C", "H", "O", "C", "H", "H", "H", "O", "H"],
  "coordinates": [[-0.71, 0.41, 0.43], [1.23, 0.43, -1.73], [-1.62, 0.83, 2.65], [-2.16, 1.97, 1.81], [1.48, -0.12, -2.63], [1.30, -1.60, -0.73], [1.02, -0.57, -0.51], [-1.28, -2.06, 1.04], [-1.54, 1.77, 2.48], [-0.40, -0.54, 0.00], [1.75, -0.21, 0.20], [0.40, 1.12, -1.82], [-1.13, -0.83, -0.76], [-0.50, -1.54, 1.04], [2.16, 0.93, -1.47]],
  "mulliken_charge": [0.195, -1.012, 0.325, 0.308, 0.266, 0.322, -0.391, 0.293, -0.650, -0.296, 0.237, 0.336, 0.324, -0.545, 0.288],
  "e_lumo_ev": 0.73
}

---

Preferred: *R*; penalty for the next structure: 0.0075 hartree.

---

*P*
{
  "formula": "C4H8N3O",
  "method": "ωB97M-V with the def2-TZVPD basis set",
  "elements": ["C", "H", "H", "H", "C", "H", "H", "C", "N", "H", "C", "H", "N", "O", "H", "N"],
  "coordinates": [[-0.85, 0.79, 1.19], [1.23, -2.64, -1.58], [0.08, -1.64, 0.73], [2.11, -0.49, -1.13], [-1.52, 0.82, -0.02], [-0.08, 1.53, -1.26], [-2.59, 0.61, -0.01], [1.42, -0.48, -0.28], [0.62, -1.52, -0.12], [0.90, 1.19, 2.37], [0.52, 0.85, 1.41], [-1.47, 0.83, 2.07], [-1.01, 1.14, -1.19], [0.79, -2.74, -0.72], [-1.60, 1.24, -2.00], [1.44, 0.52, 0.53]],
  "mulliken_charge": [-0.312, 0.354, 0.282, 0.335, -0.042, 0.256, 0.410, -0.009, 0.047, 0.413, -0.280, 0.364, -0.290, -0.359, 0.253, -0.421],
  "charge": 1,
  "e_lumo_ev": [-3.11, -7.29],
  "multiplicity": 3
}

---

*Q*
{
  "formula": "C4H8N3O",
  "method": "ωB97M-V with the def2-TZVPD basis set",
  "elements": ["C", "H", "H", "H", "N", "O", "C", "H", "H", "H", "H", "H", "C", "N", "N", "C"],
  "coordinates": [[0.78, 0.25, -0.23], [1.51, -1.03, 2.59], [2.34, 1.08, -1.42], [-2.10, 0.04, -1.17], [-0.43, -0.34, 0.14], [-2.90, -0.59, 0.68], [-2.03, -0.68, -0.36], [-3.14, 0.34, 0.76], [0.66, 0.84, -2.27], [1.03, 2.21, -1.08], [-1.90, -1.68, -0.67], [2.63, 0.07, 0.54], [1.19, 1.09, -1.31], [-0.26, -0.93, 1.36], [1.64, 0.02, 0.73], [0.97, -0.70, 1.73]],
  "mulliken_charge": [0.434, 0.426, 0.318, 0.288, 0.410, -0.391, -0.225, 0.351, 0.307, 0.254, 0.340, 0.250, -1.039, -0.541, -0.163, -0.021],
  "charge": 1,
  "e_lumo_ev": [-3.43, -8.00],
  "multiplicity": 3
}

---

*R*
{
  "formula": "C4H8N3O",
  "method": "ωB97M-V with the def2-TZVPD basis set",
  "elements": ["H", "H", "H", "N", "C", "O", "C", "N", "H", "H", "C", "N", "H", "H", "H", "C"],
  "coordinates": [[1.45, 0.87, -2.20], [-1.46, -2.27, 2.74], [-2.09, 0.40, -0.88], [-0.36, 1.42, -1.30], [-1.01, 0.39, -0.93], [-0.59, -0.88, 1.59], [-1.15, -2.19, 1.70], [0.21, -0.73, 0.55], [2.76, 1.15, 0.09], [-0.40, -2.95, 1.48], [1.09, 1.46, -1.34], [1.20, 0.03, 0.64], [-2.01, -2.31, 1.05], [1.43, 2.49, -1.47], [-0.81, 2.29, -1.61], [1.75, 0.86, -0.13]],
  "mulliken_charge": [0.269, 0.263, 0.362, -0.053, -0.073, -0.105, -0.466, -0.114, 0.414, 0.276, -0.382, -0.230, 0.258, 0.393, 0.326, -0.139],
  "charge": 1,
  "e_lumo_ev": [-4.68, -6.84],
  "multiplicity": 3
}

---

Preferred: *P*; penalty for the next structure: 0.0416 hartree.

---

*P*
{
  "formula": "C9H8N2OS",
  "method": "ωB97M-V with the def2-TZVPD basis set",
  "elements": ["O", "N", "C", "H", "C", "H", "H", "H", "H", "H", "C", "C", "C", "H", "S", "C", "C", "H", "C", "N", "C"],
  "coordinates": [[-0.33, 1.68, 0.67], [-4.56, -0.24, -1.21], [-3.81, -0.33, -0.25], [3.72, -0.69, 0.56], [0.60, -1.77, -0.30], [-0.95, 3.17, -0.76], [-1.68, -0.60, -1.17], [2.67, -2.59, -0.39], [0.19, -2.66, -0.89], [1.19, 3.01, -0.12], [-2.65, -0.51, 0.57], [1.82, 0.40, 0.89], [-0.23, -0.76, 0.25], [2.55, 1.29, 1.18], [-2.55, -0.38, 2.13], [2.03, -1.70, 0.06], [0.49, 0.46, 0.59], [0.32, 1.49, -1.58], [2.73, -0.67, 0.47], [-1.59, -0.97, -0.21], [0.04, 2.35, -0.49]],
  "mulliken_charge": [-0.311, -0.428, 0.198, 0.539, -0.382, 0.229, 0.343, 0.181, 0.336, 0.219, 0.542, -0.466, 0.154, 0.247, -0.287, -0.296, 0.416, 0.236, -0.649, -0.220, -0.599],
  "e_lumo_ev": -0.87
}

---

*Q*
{
  "formula": "C9H8N2OS",
  "method": "ωB97M-V with the def2-TZVPD basis set",
  "elements": ["C", "C", "C", "H", "H", "N", "H", "O", "H", "H", "H", "N", "C", "C", "C", "H", "C", "C", "H", "S", "C"],
  "coordinates": [[1.04, -1.01, -0.26], [3.52, -0.91, -0.64], [-3.67, -0.27, -0.50], [-0.74, 2.19, 1.07], [4.37, -0.27, -0.94], [2.18, 1.08, -0.26], [-1.30, -1.84, 1.22], [0.81, -2.18, -0.43], [0.75, 3.38, 1.03], [2.99, 1.68, -0.13], [-4.60, 0.07, -0.82], [0.12, 0.03, 0.02], [2.37, -0.28, -0.38], [0.28, 2.42, 0.66], [-1.21, -0.11, 0.05], [3.52, -1.91, -0.92], [0.87, 1.38, 0.12], [-3.24, -1.29, 0.33], [-3.79, -1.82, 1.00], [-2.37, 0.80, -0.87], [-1.88, -1.13, 0.65]],
  "mulliken_charge": [0.507, -1.039, -0.327, 0.301, 0.256, -0.115, 0.389, -0.605, 0.280, 0.289, 0.464, 0.137, 0.270, -0.936, 0.246, 0.373, 0.285, -0.800, 0.379, 0.000, -0.352],
  "e_lumo_ev": 0.44
}

---

Preferred: *Q*; penalty for the next structure: 0.1755 hartree.

---

*P*
{
  "formula": "C8H10",
  "method": "ωB97M-V with the def2-TZVPD basis set",
  "elements": ["H", "H", "C", "C", "C", "H", "H", "H", "C", "C", "H", "H", "C", "H", "C", "C", "H", "H"],
  "coordinates": [[-1.84, -0.11, -1.42], [-1.97, -1.43, -0.64], [0.73, -1.28, -0.08], [-0.17, -0.22, -0.21], [2.62, 0.20, 0.20], [-2.33, 1.46, 0.38], [-3.46, -0.04, 0.16], [2.27, 2.11, -0.04], [0.47, 1.08, -0.28], [2.10, -1.09, 0.13], [3.63, 0.33, 0.26], [-0.36, 2.15, -0.43], [-2.51, 0.24, 0.59], [2.63, -1.81, 0.32], [1.75, 1.28, -0.03], [-1.58, -0.34, -0.48], [-2.29, -0.11, 1.59], [0.31, -2.42, -0.02]],
  "mulliken_charge": [0.498, 0.324, -0.218, 0.779, -0.479, 0.177, 0.285, 0.507, -0.073, -0.806, 0.446, -0.015, -0.767, 0.693, -0.628, -1.166, 0.325, 0.119],
  "e_lumo_ev": 1.00
}

---

*Q*
{
  "formula": "C8H10",
  "method": "ωB97M-V with the def2-TZVPD basis set",
  "elements": ["C", "C", "H", "H", "C", "H", "H", "C", "H", "C", "H", "H", "H", "C", "C", "H", "H", "C"],
  "coordinates": [[-1.57, 0.85, 0.53], [0.35, -1.04, 1.33], [2.42, -0.30, -1.25], [-2.81, 0.64, -1.21], [-0.46, 0.11, -1.53], [2.57, -1.69, 1.19], [0.63, 1.49, -0.10], [0.58, 0.30, -0.30], [-1.09, 2.00, 1.01], [-1.71, 0.96, -0.97], [-0.15, 0.46, -2.47], [-1.62, 2.06, -1.39], [-0.79, -1.09, -1.46], [-0.34, -0.14, 0.72], [1.91, -0.35, -0.27], [-2.44, 0.54, 1.33], [0.17, -1.66, 2.36], [1.75, -1.09, 0.83]],
  "mulliken_charge": [-0.508, -0.807, 0.317, 0.270, -0.653, 0.408, 0.271, 0.346, 0.172, -0.448, 0.407, 0.235, 0.259, 0.345, -0.818, 0.300, 0.230, -0.326],
  "e_lumo_ev": 0.80
}

---

Preferred: *P*; penalty for the next structure: 0.0562 hartree.